1.
Density functional theory data (ωB97M-V/def2-TZVPD) for C2H4AuO3 as an isolated structure at a distorted geometry.

Structure (XYZ):
```
10
Properties=species:S:1:pos:R:3:nbo_charge:R:1
C -2.47871 -0.20225 -0.16310 0.381
O -1.69737 0.54392 0.41249 -0.610
H -2.47864 -1.28690 0.04197 0.181
H -3.29053 0.21551 -0.78173 0.195
O 1.08310 -0.94542 0.15155 -0.591
C 2.03266 0.06227 -0.08634 0.089
O 1.52537 1.29501 0.34322 -0.506
Au 0.05423 0.38656 0.80061 1.373
H 2.27210 0.10570 -1.17462 0.220
H 2.97779 -0.17439 0.45594 0.269
```

Results
Kohn-Sham gap (alpha / beta)   8.303 / 7.135 eV
Strongest force on any atom   10.0 eV Å⁻¹
2S+1   3
Energy   -11956.9270 eV
Charge   +1
ΔE to the lowest compared entry with this formula, charge and spin   5.8 kcal/mol
⟨S²⟩   2.010

=====

2.
Density functional theory data (ωB97M-V/def2-TZVPD) for the molecule C2H4BFO at a distorted geometry.

Structure (XYZ):
```
9
Properties=species:S:1:pos:R:3:nbo_charge:R:1
B 1.33264 0.26042 0.49793 0.470
C -0.32170 0.46855 -0.33340 -0.134
F -1.04356 1.60494 -0.04485 -0.338
C -0.98230 -0.77811 -0.16142 0.362
O -2.10900 -1.02586 0.22090 -0.517
H 2.02009 -0.67585 0.52741 -0.078
H 1.42183 1.31652 0.97320 -0.084
H -0.06829 0.53798 -1.41142 0.218
H -0.24973 -1.70860 -0.26834 0.102
```

Results
Kohn-Sham gap   9.171 eV
Strongest force on any atom   4.4 eV Å⁻¹
SMILES string   B[C@H](F)C=O
Energy   -7577.2803 eV
Charge   0
ΔE to the lowest compared entry with this formula, charge and spin   56.6 kcal/mol

=====

3.
Density functional theory data (ωB97M-V/def2-TZVPD) for C2H4BN3O2 as an isolated structure at a distorted geometry.

Structure (XYZ):
```
12
Properties=species:S:1:pos:R:3:nbo_charge:R:1
B -0.48088 0.60203 1.13603 1.020
C -0.14430 -1.28736 -2.05798 0.025
C -0.35831 -0.50068 0.06436 0.074
N -0.93585 -0.89388 -0.95923 -0.381
N 1.14751 -1.05806 -1.85069 -0.164
N 1.39846 -0.63089 -0.68496 -0.425
O -1.25682 1.69535 0.87632 -0.837
O 0.19086 0.45082 2.28855 -0.856
H -0.67962 -1.57524 -2.92781 0.209
H 2.24045 -0.23930 -0.41766 0.382
H -1.17377 2.23077 1.62371 0.470
H 0.05228 1.20644 2.90936 0.484
```

Results
Kohn-Sham gap (alpha / beta)   8.573 / 8.574 eV
Strongest force on any atom   5.4 eV Å⁻¹
Energy   -11380.6265 eV
Charge   0
ΔE to the lowest compared entry with this formula, charge and spin   24.5 kcal/mol